No. 1
{
  "formula": "C32H22F5IP2S3V",
  "method": "wB97M-V/def2-TZVPD",
  "multiplicity": 2,
  "total_energy_ev": -132000.78846,
  "homo_lumo_gap_ev": [7.47, 8.23],
  "homo_ha": [-0.300, -0.304],
  "lumo_ev": [-0.707, -0.044],
  "elements": ["V", "S", "P", "C", "P", "S", "C", "C", "C", "C", "C", "C", "C", "C", "C", "C", "C", "C", "C", "C", "C", "C", "C", "C", "C", "C", "C", "C", "C", "C", "H", "H", "H", "H", "H", "H", "H", "H", "H", "H", "H", "H", "H", "H", "H", "H", "H", "H", "H", "H", "I", "C", "H", "H", "F", "C", "C", "F", "C", "F", "C", "S", "C", "F", "C", "F"],
  "coordinates": [[-0.454, -1.987, 0.557], [-2.609, -1.221, 1.274], [-1.701, 0.462, 0.574], [-0.375, -0.183, -0.246], [1.301, 0.049, -0.376], [2.026, -1.637, 0.455], [1.802, 0.221, -2.092], [0.916, -0.122, -3.106], [1.318, -0.040, -4.431], [2.603, 0.376, -4.738], [3.492, 0.704, -3.722], [3.095, 0.623, -2.403], [1.907, 1.543, 0.441], [2.411, 1.497, 1.734], [2.802, 2.665, 2.364], [2.692, 3.880, 1.706], [2.180, 3.930, 0.419], [1.785, 2.766, -0.212], [-2.780, 1.472, -0.448], [-3.988, 1.943, 0.051], [-4.802, 2.726, -0.745], [-4.413, 3.045, -2.040], [-3.210, 2.575, -2.541], [-2.393, 1.786, -1.746], [-1.245, 1.521, 1.969], [-0.991, 0.952, 3.216], [-0.568, 1.746, 4.266], [-0.393, 3.110, 4.078], [-0.641, 3.675, 2.838], [-1.067, 2.883, 1.785], [-0.079, -0.472, -2.853], [0.628, -0.311, -5.216], [2.917, 0.437, -5.770], [4.497, 1.021, -3.960], [3.795, 0.880, -1.616], [2.505, 0.543, 2.239], [3.198, 2.625, 3.367], [3.007, 4.789, 2.197], [2.094, 4.876, -0.094], [1.393, 2.811, -1.221], [-4.296, 1.700, 1.062], [-5.742, 3.088, -0.355], [-5.055, 3.657, -2.659], [-2.904, 2.820, -3.548], [-1.450, 1.415, -2.128], [-1.158, -0.108, 3.375], [-0.388, 1.297, 5.232], [-0.066, 3.733, 4.898], [-0.504, 4.736, 2.685], [-1.266, 3.338, 0.821], [-1.271, -3.233, 3.972], [0.135, -2.562, 2.492], [0.800, -3.421, 2.349], [0.716, -1.794, 3.006], [0.523, -8.687, 0.083], [0.264, -7.426, -0.239], [-0.453, -6.613, 0.634], [-0.882, -7.090, 1.796], [-0.717, -5.300, 0.271], [-1.386, -4.518, 1.123], [-0.294, -4.764, -0.938], [-0.673, -3.109, -1.399], [0.431, -5.595, -1.788], [0.872, -5.138, -2.958], [0.709, -6.910, -1.453], [1.398, -7.681, -2.289]]
}

=====

No. 2
{
  "formula": "C32H23Cl2GeO2ReS",
  "method": "wB97M-V/def2-TZVPD",
  "total_energy_ev": -132159.18108,
  "homo_lumo_gap_ev": [4.19, 3.59],
  "charge": 2,
  "de_lowest_kcal_mol": 0.0,
  "homo_ha": [-0.498, -0.498],
  "lumo_ev": [-9.364, -9.962],
  "elements": ["Re", "Cl", "C", "C", "C", "C", "C", "Cl", "C", "S", "H", "H", "H", "O", "C", "O", "C", "C", "C", "C", "C", "C", "H", "H", "H", "H", "H", "C", "Ge", "C", "C", "C", "C", "C", "C", "C", "C", "C", "C", "C", "C", "C", "C", "C", "C", "C", "C", "H", "H", "H", "H", "H", "H", "H", "H", "H", "H", "H", "H", "H", "H", "H"],
  "coordinates": [[15.999, 13.228, 12.697], [15.516, 13.205, 15.286], [16.004, 14.907, 15.339], [16.479, 15.349, 16.573], [16.739, 16.697, 16.773], [16.567, 17.587, 15.709], [16.139, 17.143, 14.471], [15.987, 18.386, 13.297], [15.883, 15.775, 14.257], [15.377, 15.371, 12.611], [16.563, 14.612, 17.364], [17.118, 17.050, 17.721], [16.778, 18.650, 15.813], [18.128, 13.811, 13.490], [18.623, 13.040, 12.577], [17.721, 12.398, 11.846], [20.085, 12.828, 12.340], [21.087, 13.666, 12.810], [22.443, 13.362, 12.685], [22.891, 12.177, 12.116], [21.897, 11.334, 11.652], [20.549, 11.693, 11.666], [20.805, 14.610, 13.232], [23.126, 14.070, 13.137], [23.955, 11.918, 12.091], [22.125, 10.361, 11.239], [19.806, 11.080, 11.169], [14.694, 12.485, 11.719], [13.629, 11.808, 10.236], [14.038, 9.954, 10.047], [14.841, 9.319, 9.104], [15.175, 7.974, 9.249], [14.726, 7.218, 10.336], [13.931, 7.836, 11.300], [13.530, 9.166, 11.102], [13.927, 13.190, 8.899], [14.720, 12.970, 7.760], [15.069, 14.025, 6.912], [14.595, 15.315, 7.119], [13.745, 15.541, 8.211], [13.420, 14.487, 9.076], [11.762, 11.961, 10.536], [11.154, 12.356, 11.741], [9.772, 12.314, 11.914], [8.946, 11.955, 10.848], [9.529, 11.626, 9.620], [10.918, 11.597, 9.458], [15.243, 9.900, 8.264], [15.806, 7.534, 8.466], [14.959, 6.153, 10.409], [13.611, 7.316, 12.196], [12.885, 9.640, 11.814], [15.109, 11.977, 7.556], [15.751, 13.787, 6.093], [14.886, 16.147, 6.450], [13.364, 16.540, 8.404], [12.753, 14.682, 9.910], [11.796, 12.680, 12.557], [9.327, 12.652, 12.862], [7.861, 11.971, 10.987], [8.880, 11.386, 8.796], [11.343, 11.301, 8.488]]
}

=====

No. 3
{
  "formula": "C32H23ClN4O4ReS2",
  "method": "wB97M-V/def2-TZVPD",
  "multiplicity": 2,
  "total_energy_ev": -84031.35951,
  "homo_lumo_gap_ev": [5.21, 5.03],
  "de_lowest_kcal_mol": 30.0,
  "homo_ha": [-0.237, -0.237],
  "lumo_ev": [-1.237, -1.414],
  "elements": ["Re", "O", "C", "C", "C", "C", "C", "C", "C", "N", "N", "C", "O", "C", "C", "C", "C", "C", "C", "H", "H", "H", "H", "H", "H", "H", "H", "H", "H", "Cl", "C", "C", "C", "C", "O", "C", "C", "N", "C", "C", "C", "C", "C", "C", "C", "C", "N", "C", "C", "H", "H", "H", "H", "H", "H", "H", "H", "H", "H", "C", "O", "C", "S", "S", "H", "H", "H"],
  "coordinates": [[0.775, -1.113, 0.824], [1.144, -1.508, 2.758], [1.667, -0.564, 3.531], [2.612, -0.957, 4.492], [3.213, -0.030, 5.310], [2.882, 1.328, 5.229], [1.935, 1.731, 4.322], [1.326, 0.812, 3.450], [0.234, 1.239, 2.624], [-0.194, 0.504, 1.653], [-1.479, 0.736, 1.209], [-1.895, -0.311, 0.583], [-1.104, -1.392, 0.469], [-3.238, -0.407, 0.003], [-3.608, -1.550, -0.701], [-4.866, -1.629, -1.273], [-5.753, -0.568, -1.148], [-5.379, 0.575, -0.456], [-4.123, 0.660, 0.118], [2.861, -2.008, 4.550], [3.953, -0.357, 6.030], [3.358, 2.045, 5.883], [1.642, 2.773, 4.258], [-0.335, 2.133, 2.863], [-2.905, -2.367, -0.802], [-5.151, -2.515, -1.826], [-6.732, -0.627, -1.605], [-6.057, 1.414, -0.386], [-3.810, 1.560, 0.627], [4.220, 4.808, -1.270], [3.731, 3.251, -0.679], [4.316, 2.753, 0.490], [3.936, 1.529, 0.985], [2.946, 0.780, 0.335], [2.595, -0.397, 0.854], [2.376, 1.278, -0.850], [1.515, 0.449, -1.654], [0.931, -0.608, -1.178], [0.418, -1.610, -2.042], [-0.141, -1.429, -3.274], [-0.577, -2.554, -4.011], [-0.455, -3.822, -3.519], [0.088, -4.027, -2.226], [0.209, -5.291, -1.609], [0.700, -5.383, -0.335], [1.052, -4.208, 0.347], [0.964, -3.014, -0.201], [0.504, -2.908, -1.489], [2.786, 2.524, -1.351], [5.064, 3.344, 1.002], [4.368, 1.129, 1.893], [1.489, 0.624, -2.724], [-0.301, -0.431, -3.663], [-1.024, -2.391, -4.982], [-0.792, -4.678, -4.089], [-0.099, -6.176, -2.151], [0.797, -6.333, 0.168], [1.402, -4.237, 1.371], [2.315, 2.911, -2.246], [-2.048, 5.404, -1.610], [-1.275, 4.214, -1.734], [-1.906, 3.067, -2.053], [-3.551, 2.985, -2.254], [-0.844, 1.727, -2.114], [-1.331, 6.182, -1.355], [-2.799, 5.297, -0.828], [-2.553, 5.636, -2.547]]
}

=====

No. 4
{
  "formula": "C32H23FMoN5O8",
  "method": "wB97M-V/def2-TZVPD",
  "multiplicity": 3,
  "total_energy_ev": -61959.60950,
  "homo_lumo_gap_ev": [7.90, 8.10],
  "charge": 1,
  "homo_ha": [-0.420, -0.432],
  "lumo_ev": [-3.539, -3.642],
  "elements": ["Mo", "O", "C", "C", "C", "N", "C", "C", "C", "O", "O", "C", "O", "O", "H", "H", "H", "C", "C", "C", "C", "C", "C", "C", "F", "C", "C", "C", "O", "C", "C", "N", "C", "C", "O", "O", "H", "H", "H", "H", "H", "H", "H", "H", "H", "H", "H", "C", "C", "N", "C", "C", "C", "C", "C", "C", "C", "C", "N", "C", "N", "H", "H", "H", "H", "H", "H", "H", "H", "H"],
  "coordinates": [[0.206, -3.010, 0.351], [4.323, -3.611, 4.828], [3.462, -3.518, 3.817], [3.736, -4.011, 2.534], [2.786, -3.818, 1.576], [1.668, -3.152, 1.828], [1.320, -2.848, 3.075], [2.203, -2.983, 4.106], [-0.188, -2.624, 3.175], [-0.703, -2.092, 4.114], [-0.802, -3.150, 2.110], [2.678, -4.538, 0.236], [3.552, -5.136, -0.294], [1.403, -4.431, -0.221], [5.133, -4.062, 4.561], [4.629, -4.580, 2.300], [1.916, -2.742, 5.122], [-4.684, 2.483, -1.489], [-3.741, 2.843, -0.363], [-4.429, 3.389, 0.876], [-3.376, 3.962, 1.818], [-2.178, 3.043, 1.964], [-1.258, 3.245, 2.969], [-0.214, 2.347, 3.165], [0.652, 2.591, 4.156], [-0.072, 1.220, 2.416], [-0.990, 0.992, 1.387], [-0.937, -0.233, 0.627], [0.073, -1.001, 0.824], [-1.986, -0.486, -0.264], [-2.889, 0.522, -0.542], [-2.880, 1.695, 0.065], [-2.006, 1.918, 1.137], [-2.138, -1.754, -1.027], [-2.812, -1.852, -2.014], [-1.505, -2.796, -0.468], [-5.229, 3.384, -1.764], [-5.418, 1.729, -1.188], [-4.155, 2.134, -2.378], [-3.035, 3.595, -0.717], [-4.985, 2.581, 1.360], [-5.147, 4.156, 0.585], [-3.802, 4.128, 2.807], [-3.044, 4.938, 1.453], [-1.359, 4.091, 3.642], [0.708, 0.504, 2.631], [-3.611, 0.361, -1.331], [0.987, -2.756, -4.024], [0.447, -2.990, -2.780], [0.907, -2.359, -1.687], [1.888, -1.463, -1.828], [2.473, -1.155, -3.040], [2.021, -1.839, -4.156], [3.542, -0.120, -3.108], [3.413, 1.181, -2.883], [2.181, 1.948, -2.588], [2.274, 3.277, -2.199], [1.100, 3.943, -1.909], [-0.098, 3.365, -2.026], [-0.074, 2.100, -2.449], [0.991, 1.357, -2.716], [0.596, -3.288, -4.881], [-0.364, -3.686, -2.640], [2.212, -0.957, -0.926], [2.463, -1.643, -5.128], [4.535, -0.485, -3.363], [4.315, 1.784, -2.930], [3.233, 3.772, -2.116], [1.114, 4.976, -1.576], [-1.033, 1.618, -2.605]]
}